Entry 1:
The following is a quantum chemistry calculation of 5 unconnected molecules or ions with the total composition C29H41F9N2O11P, from the Open Molecules 2025 dataset.

Total charge   +1
LUMO   -2.25 eV
Kohn-Sham gap   9.0 eV

Element x y z (Å)
C: -1.977 -2.287 -4.833
C: -0.552 -1.907 -4.558
O: 0.229 -1.589 -5.339
O: -0.172 -1.922 -3.160
C: -0.443 -0.676 -2.630
O: -0.043 0.320 -3.069
C: -1.301 -0.690 -1.371
C: -0.388 -0.310 -0.184
C: 0.284 -1.579 0.387
C: 1.098 -1.141 1.642
C: 0.106 -0.679 2.777
C: 0.028 -1.679 3.943
F: 1.035 -1.531 4.784
F: 0.159 -2.927 3.460
C: -1.268 -1.703 4.782
F: -2.317 -2.147 4.105
F: -1.070 -2.621 5.718
C: -1.625 -0.378 5.540
F: -0.916 0.682 5.143
F: -1.358 -0.547 6.816
C: -3.140 -0.012 5.508
F: -3.563 0.269 4.298
F: -3.255 1.095 6.212
F: -3.854 -0.906 6.093
C: -1.259 -0.292 2.171
N: -1.119 0.461 0.877
P: -0.366 2.081 1.208
N: -0.443 2.996 -0.045
H: -2.239 -1.909 -5.818
H: -2.068 -3.375 -4.833
H: -2.672 -1.862 -4.109
H: -1.808 -1.638 -1.191
H: -2.054 0.098 -1.487
H: 0.430 0.316 -0.546
H: 0.957 -1.942 -0.388
H: -0.461 -2.326 0.663
H: 1.827 -1.866 1.995
H: 1.669 -0.256 1.340
H: 0.555 0.238 3.173
H: -1.741 0.401 2.859
H: -1.889 -1.163 2.002
H: -2.078 0.680 0.575
H: -1.039 2.597 2.343
H: 0.963 1.814 1.591
H: -0.912 2.449 -0.771
O: 2.534 3.990 1.661
C: 2.787 3.614 2.766
O: 2.180 2.526 3.324
C: 2.604 2.381 4.698
C: 3.929 3.121 4.782
C: 3.742 4.239 3.757
H: 1.840 2.818 5.344
H: 2.703 1.323 4.936
H: 4.158 3.475 5.785
H: 4.741 2.465 4.463
H: 3.269 5.119 4.194
H: 4.675 4.512 3.274
O: 1.381 1.661 -10.612
C: 1.625 1.405 -9.471
O: 1.012 0.407 -8.782
C: 1.439 0.421 -7.409
C: 2.775 1.147 -7.416
C: 2.598 2.134 -8.564
H: 0.684 0.944 -6.816
H: 1.525 -0.597 -7.047
H: 3.014 1.615 -6.462
H: 3.576 0.445 -7.656
H: 2.138 3.067 -8.235
H: 3.532 2.335 -9.082
O: 1.700 -4.447 1.359
C: 1.488 -5.498 1.896
O: 0.289 -5.831 2.423
C: 0.384 -7.102 3.096
C: 1.588 -7.790 2.475
C: 2.490 -6.608 2.135
H: 0.514 -6.918 4.165
H: -0.537 -7.659 2.946
H: 2.049 -8.525 3.131
H: 1.290 -8.300 1.557
H: 3.132 -6.329 2.972
H: 3.086 -6.791 1.244
O: -2.997 2.243 -1.225
C: -3.326 3.273 -1.769
O: -4.607 3.581 -2.007
C: -4.684 4.810 -2.762
C: -3.370 5.519 -2.492
C: -2.411 4.348 -2.306
H: -4.816 4.559 -3.816
H: -5.545 5.384 -2.428
H: -3.082 6.207 -3.283
H: -3.438 6.086 -1.562
H: -1.988 4.009 -3.255
H: -1.618 4.573 -1.598

Löwdin population analysis, charges in e, atoms 1 to 4: 0.047 -0.461 0.210 0.073

---

Entry 2:
The following is a quantum chemistry calculation of a molecular structure, C29H41N3O2PSV, from the Open Molecules 2025 dataset.

Multiplicity   3
Energy above the lowest of the compared OMol25 structures with the same formula, charge and spin   0.173 eV
Total charge   +2
LUMO (spin up / spin down)   -4.98 / -4.58 eV
Kohn-Sham gap (spin up / spin down)   8.9 / 9.8 eV

Element x y z (Å)
V: 0.749 -1.263 0.032
N: -2.211 -4.048 -0.028
C: -1.068 -3.401 0.100
O: -0.828 -2.380 -0.599
C: -0.058 -3.837 1.122
C: 1.236 -3.053 0.893
H: -2.891 -3.744 -0.708
H: -2.402 -4.876 0.511
H: 0.061 -4.924 1.097
H: -0.486 -3.599 2.101
H: 1.803 -3.520 0.072
H: 1.868 -3.062 1.776
C: 3.347 -1.685 -4.356
C: 4.139 -0.838 -3.367
N: 3.423 0.359 -2.904
C: 3.867 1.647 -3.464
C: 3.357 1.889 -4.875
C: 2.417 0.262 -2.042
C: 1.662 1.498 -1.647
N: 2.041 -0.879 -1.498
H: 3.946 -2.540 -4.665
H: 3.098 -1.108 -5.245
H: 2.415 -2.061 -3.933
H: 5.058 -0.489 -3.833
H: 4.450 -1.425 -2.497
H: 4.957 1.634 -3.449
H: 3.563 2.447 -2.795
H: 3.738 1.141 -5.570
H: 3.691 2.865 -5.224
H: 2.267 1.867 -4.911
H: 1.409 2.106 -2.513
H: 2.261 2.099 -0.961
H: 0.735 1.225 -1.146
H: 2.593 -1.672 -1.805
O: -0.327 -0.007 1.016
P: -1.721 0.645 1.147
C: -2.882 -0.592 1.706
C: -4.171 -0.670 1.184
C: -5.050 -1.631 1.665
C: -4.646 -2.505 2.664
C: -3.360 -2.428 3.190
C: -2.477 -1.473 2.712
C: -2.273 1.324 -0.409
C: -2.925 2.556 -0.453
C: -3.383 3.052 -1.665
C: -3.190 2.324 -2.830
C: -2.547 1.091 -2.790
C: -2.094 0.587 -1.583
C: -1.604 1.960 2.341
C: -2.320 1.932 3.535
C: -2.159 2.957 4.457
C: -1.289 4.002 4.188
C: -0.574 4.036 2.994
C: -0.731 3.019 2.070
H: -4.488 0.013 0.406
H: -6.053 -1.690 1.265
H: -5.339 -3.244 3.045
H: -3.057 -3.100 3.982
H: -1.480 -1.395 3.132
H: -3.072 3.129 0.454
H: -3.889 4.007 -1.698
H: -3.547 2.714 -3.773
H: -2.412 0.521 -3.699
H: -1.629 -0.392 -1.555
H: -3.006 1.122 3.745
H: -2.717 2.940 5.384
H: -1.168 4.800 4.908
H: 0.097 4.858 2.787
H: -0.181 3.048 1.136
C: 2.045 0.226 3.057
S: 2.620 -0.081 1.379
C: 4.030 -1.144 1.724
H: 2.857 0.665 3.634
H: 1.712 -0.699 3.526
H: 1.218 0.928 3.001
H: 3.735 -2.029 2.281
H: 4.763 -0.577 2.294
H: 4.473 -1.438 0.774

Löwdin population analysis, charges in e, atoms 1 to 4: 0.803 0.246 -0.474 -0.084

---

Entry 3:
The following is a quantum chemistry calculation of a molecular structure, C29H42BIrN10O2S2, from the Open Molecules 2025 dataset.

Multiplicity   2
Energy above the lowest of the compared OMol25 structures with the same formula, charge and spin   3.576 eV
Total charge   +3
LUMO (spin up / spin down)   -10.42 / -11.83 eV
Kohn-Sham gap (spin up / spin down)   5.7 / 4.3 eV

Element x y z (Å)
Ir: -1.104 1.063 0.468
C: 2.936 1.029 2.165
C: 2.056 1.336 1.135
N: 0.819 0.994 1.502
N: 0.866 0.483 2.737
C: 2.135 0.491 3.163
B: -0.399 0.151 3.556
N: -1.195 -0.963 2.853
C: -1.694 -2.076 3.402
C: -2.448 -2.740 2.445
C: -2.358 -1.939 1.313
N: -1.598 -0.875 1.576
N: -1.309 1.397 3.549
C: -1.704 2.153 4.576
C: -2.529 3.163 4.091
C: -2.580 2.945 2.723
N: -1.842 1.878 2.416
H: 3.992 1.197 2.192
H: 2.240 1.772 0.171
H: 2.412 0.128 4.132
H: -0.096 -0.159 4.646
H: -1.482 -2.341 4.418
H: -3.007 -3.645 2.561
H: -2.782 -2.098 0.341
H: -1.383 1.955 5.579
H: -3.022 3.933 4.646
H: -3.118 3.485 1.969
C: 1.791 4.708 -1.784
C: 1.133 5.979 -1.270
C: 0.343 5.784 0.013
S: -1.148 4.679 -0.058
O: -0.643 3.275 -0.209
C: -1.956 5.050 -1.687
C: -3.063 6.071 -1.541
C: -4.241 5.544 -0.736
H: 2.369 4.921 -2.682
H: 1.040 3.956 -2.031
H: 2.464 4.290 -1.038
H: 0.523 6.440 -2.052
H: 1.913 6.710 -1.026
H: -0.056 6.731 0.372
H: 0.969 5.349 0.794
H: -2.347 4.091 -2.024
H: -1.184 5.383 -2.372
H: -3.425 6.313 -2.544
H: -2.688 7.002 -1.112
H: -4.745 4.738 -1.267
H: -4.965 6.336 -0.573
H: -3.918 5.164 0.235
N: -3.252 0.058 -1.781
C: -3.354 -0.132 -3.106
C: -2.211 0.388 -3.680
C: -1.473 0.899 -2.617
N: -2.116 0.698 -1.466
H: -3.938 -0.165 -1.073
H: -4.201 -0.599 -3.568
H: -1.953 0.401 -4.718
H: -0.522 1.393 -2.632
C: 2.380 -5.105 2.279
C: 3.132 -3.984 1.571
C: 2.180 -2.916 1.036
N: 1.406 -3.454 -0.066
C: 0.797 -2.740 -0.986
S: 0.814 -1.031 -0.932
N: 0.172 -3.329 -2.022
C: 0.257 -4.688 -2.498
O: -0.750 -5.198 -2.884
C: 1.604 -5.276 -2.558
C: 2.762 -4.499 -2.631
C: 3.995 -5.107 -2.823
C: 4.076 -6.486 -2.957
C: 2.931 -7.264 -2.891
C: 1.692 -6.664 -2.713
H: 3.073 -5.878 2.597
H: 1.636 -5.570 1.635
H: 1.866 -4.727 3.158
H: 3.723 -4.393 0.749
H: 3.825 -3.516 2.271
H: 2.726 -2.035 0.681
H: 1.495 -2.602 1.833
H: 1.388 -4.466 -0.142
H: -0.536 -2.788 -2.505
H: 2.707 -3.421 -2.603
H: 4.887 -4.503 -2.886
H: 5.034 -6.952 -3.121
H: 2.994 -8.337 -2.984
H: 0.783 -7.245 -2.704

Löwdin population analysis, charges in e, atoms 1 to 4: 1.340 -0.002 -0.129 -0.104

---

Which value of total charge does entry 1 give? +1

---

Among the records above, which one has the highest total charge? C29H42BIrN10O2S2